[1]
Density functional theory data (ωB97M-V with the def2-TZVPD basis set) for a single CBrF2NO2 molecule.

The SMILES is O=[N+]([O-])C(F)(F)Br. The calculation puts the HOMO-LUMO gap at 0.3712 hartree.

XYZ file:
```
7
Properties=species:S:1:pos:R:3:forces:R:3
C -0.715 0.086 0.358 -2.5731 1.1577 -0.2788
N 0.450 -0.044 -0.616 -0.3519 0.0208 0.3854
O 1.016 0.977 -0.869 0.2998 0.5178 -0.2129
O 0.671 -1.153 -1.000 0.1724 -0.5798 -0.3676
F -0.406 0.921 1.325 0.2078 -0.2089 -0.2567
F -1.054 -1.078 0.846 0.2059 0.1034 -0.1950
Br -2.409 0.918 -0.649 2.0391 -1.0111 0.9257
```
Positions in Å, forces in eV/Å.

---

[2]
Density functional theory data (ωB97M-V with the def2-TZVPD basis set) for 2 unconnected molecules or ions with the total composition CBrN5O2.

The calculation puts the HOMO-LUMO gap at 0.3876 hartree.

XYZ file:
```
9
Properties=species:S:1:pos:R:3:forces:R:3
C -0.294 -1.892 0.891 -0.5310 -0.7213 0.6408
N -0.469 0.914 -0.537 -2.6564 -0.7863 3.8881
N 0.230 -1.909 -0.118 0.8063 0.1209 -1.4438
N -0.436 1.111 -1.724 1.8230 -0.3273 -1.6477
N -0.535 1.155 -2.839 -0.0261 0.3994 0.2966
N 0.617 0.912 0.414 0.8797 0.7315 -1.4068
O 1.650 1.328 -0.021 0.9932 0.2219 -0.2132
O 0.406 0.536 1.535 -0.9353 0.3063 -0.8136
Br -1.169 -2.155 2.400 -0.3533 0.0549 0.6996
```
Positions in Å, forces in eV/Å.

---

[3]
Density functional theory data (ωB97M-V with the def2-TZVPD basis set) for 2 unconnected molecules or ions with the total composition CBrNO4.

The SMILES is O=NOBr.O=C=O. The calculation puts the HOMO-LUMO gap (alpha / beta) at 0.3116 / 0.3134 hartree.

XYZ file:
```
7
Properties=species:S:1:pos:R:3:forces:R:3
C -1.716 2.130 0.735 -1.8501 -4.1447 -3.5518
N 1.346 -1.811 -1.408 2.3783 -1.3232 -3.1338
O 0.506 -1.306 -0.753 -0.1136 0.0864 0.7276
O -1.184 2.442 1.708 -0.1059 0.9063 -0.1258
O 2.513 -2.114 -1.419 -2.5549 1.0129 1.5707
O -2.228 1.549 -0.215 1.9852 3.2108 3.6890
Br 0.763 -0.890 1.352 0.2611 0.2514 0.8241
```
Positions in Å, forces in eV/Å.

---

[4]
Density functional theory data (ωB97M-V with the def2-TZVPD basis set) for a single CClF2NO2 molecule.

The SMILES is O=[N+]([O-])C(F)(F)Cl. The calculation puts the HOMO-LUMO gap at 0.4092 hartree.

XYZ file:
```
7
Properties=species:S:1:pos:R:3:forces:R:3
C 0.441 -0.442 0.221 -0.4693 -0.1566 -2.5693
N -0.715 0.761 -0.256 2.5375 -1.3914 1.5555
O -1.588 0.271 -0.881 -0.8925 0.4793 -0.7817
O -0.549 1.850 0.226 -0.2480 -0.2806 -0.5804
F -0.322 -1.508 0.316 0.1663 -0.2215 -0.1105
F 0.898 -0.125 1.366 0.7222 0.7564 1.1663
Cl 1.835 -0.807 -0.993 -1.8162 0.8144 1.3200
```
Positions in Å, forces in eV/Å.

---

The records above give, respectively, relative energy (zero: lowest compared OMol25 entry of this formula, charge and spin) values of 0.209; 1.188; 0.588; 0.596 eV.